[1]
{
  "formula": "C2H3N5O",
  "method": "ωB97M-V with the def2-TZVPD basis set",
  "elements": ["O", "N", "N", "N", "N", "N", "C", "C", "H", "H", "H"],
  "xyz": [[0.407099, 1.038285, -1.779791], [-0.533523, -0.118577, 1.405591], [0.349051, 0.081342, -0.763168], [-1.502641, 1.252500, -0.206022], [1.356006, -0.755964, -0.503745], [0.308029, -1.101730, 1.599562], [1.221764, -1.407596, 0.627184], [-0.679436, 0.381465, 0.193241], [-2.156091, 1.694590, 0.453764], [-0.796089, 1.182889, -1.652843], [2.025831, -2.247203, 0.626227]],
  "forces_ev_per_a": [[-3.244, -2.133, 1.284], [0.786, -2.412, 1.883], [1.397, 0.212, 0.734], [-0.961, 0.885, -1.123], [-2.136, 2.107, -1.401], [0.616, 0.403, -0.380], [0.857, -1.410, -0.273], [1.345, 0.743, -1.583], [0.450, -0.816, -0.464], [2.762, 0.939, 0.190], [-1.872, 1.481, 1.134]],
  "lowdin_charge": [-0.04, 0.09, -0.12, 0.11, 0.14, 0.06, -0.21, -0.47, 0.10, 0.20, 0.14],
  "energy_ev": -11615.2388,
  "max_force_ev_per_a": 4.09,
  "lumo_ev": -1.371,
  "relative_energy_kcal_mol": 128.93,
  "homo_lumo_gap_ev": 8.012,
  "multiplicity": 1,
  "total_charge": 0
}


[2]
{
  "formula": "C8H18GdI2NOP2",
  "method": "ωB97M-V with the def2-TZVPD basis set",
  "elements": ["Gd", "I", "I", "P", "P", "O", "N", "C", "C", "C", "C", "C", "C", "C", "C", "H", "H", "H", "H", "H", "H", "H", "H", "H", "H", "H", "H", "H", "H", "H", "H", "H", "H"],
  "xyz": [[0.051682, -1.557159, -0.073062], [2.547226, -3.106174, -0.198463], [-2.479365, -2.972628, -0.012198], [-0.091517, -0.097054, 2.519456], [-0.230169, 0.081014, -2.507483], [3.447213, 0.115692, -0.097970], [-1.910853, 1.494866, 0.114614], [0.658628, 1.683363, -2.701871], [0.619561, -1.013174, -3.698066], [-1.898506, 0.296130, -3.286751], [2.327519, -0.066986, -0.070967], [-1.699477, 0.018933, 3.403850], [0.813734, 1.455934, 2.787375], [0.835976, -1.314310, 3.556518], [-1.021479, 0.750256, 0.058857], [1.689472, -1.050231, -3.443488], [1.894260, -1.321317, 3.235076], [0.208142, -2.033920, -3.642012], [-2.260393, -0.920127, 3.260890], [-1.663362, 0.224566, 4.482251], [0.487373, -0.620329, -4.717665], [0.612692, 2.140745, -3.698682], [-2.293239, 0.825422, 2.958418], [0.415367, -2.333331, 3.439213], [0.257105, 2.412771, -1.985912], [-2.462365, 1.066474, -2.738812], [0.829556, 1.834301, 3.807839], [0.378334, 2.236645, 2.161203], [-2.451748, -0.656941, -3.188639], [-1.921616, 0.590317, -4.352060], [1.840789, 1.320150, 2.431992], [0.759673, -0.999289, 4.615155], [1.709785, 1.515391, -2.418607]],
  "forces_ev_per_a": [[1.992, 0.457, -0.591], [-1.080, -0.044, 0.086], [-1.246, -0.674, -0.004], [-0.180, 0.867, 2.531], [-0.197, 0.757, -1.817], [-2.000, 0.248, 0.053], [0.224, -0.109, -0.079], [0.095, 0.017, 0.897], [0.236, -0.296, 0.141], [-0.480, -0.101, 0.704], [2.051, 0.241, -0.024], [-0.702, -0.035, -0.933], [0.122, 0.240, -1.135], [0.313, -0.552, -0.699], [-0.102, -0.300, 0.764], [-0.272, -0.064, -0.200], [-0.451, -0.092, 0.261], [0.151, 0.293, -0.149], [0.212, 0.291, 0.067], [0.671, -0.129, -0.253], [0.069, -0.134, 0.292], [-0.123, -0.514, 0.098], [0.100, -0.151, -0.071], [0.255, 0.492, 0.196], [-0.018, -0.196, -0.163], [0.198, -0.276, -0.027], [-0.168, -0.448, 0.225], [-0.108, -0.030, 0.015], [0.216, 0.400, -0.084], [0.610, -0.203, 0.459], [-0.066, -0.015, 0.199], [-0.061, -0.016, -0.499], [-0.262, 0.074, -0.258]],
  "lowdin_charge": [0.41, 0.27, 0.61, 0.80, 0.74, 0.09, 0.07, -0.22, -0.26, -0.23, -0.23, -0.22, -0.22, -0.22, -0.52, 0.05, 0.06, 0.05, 0.05, 0.08, 0.08, 0.08, 0.05, 0.06, 0.05, 0.05, 0.08, 0.06, 0.05, 0.08, 0.05, 0.09, 0.04],
  "energy_ev": -67718.7043,
  "max_force_ev_per_a": 2.68,
  "lumo_ev": [-7.825, -11.618],
  "homo_lumo_gap_ev": [7.986, 4.050],
  "multiplicity": 8,
  "total_charge": 2
}